No. 1
Density functional theory data (wB97M-V/def2-TZVPD) for C15H22B11Br6N6O2STeY as an isolated structure at a distorted geometry.

Computed properties:
energy relative to the best compared isomer or geometry (same formula, charge and spin): 0.311 eV
HOMO level: -13.71 eV
net charge: +2
HOMO-LUMO gap: 0.2457 Eh

Last column: Löwdin charge in e.
Geometry (Å):
Y: -0.082 1.221 -0.089  1.148
Br: 1.403 1.156 2.458  0.906
B: 2.340 -0.448 1.673  -0.847
B: 1.924 -2.097 2.116  -0.253
C: 2.412 -3.002 0.743  0.052
B: 1.574 -1.532 0.471  -0.392
B: 2.824 -2.071 -0.643  -0.232
B: 3.991 -3.077 0.383  -0.241
B: 3.453 -3.032 2.070  -0.234
B: 3.480 -1.359 2.605  -0.884
Br: 3.878 -0.892 4.487  0.868
B: 4.746 -1.981 1.515  -0.914
Br: 6.576 -2.198 2.104  0.931
B: 4.405 -1.405 -0.078  -0.963
Br: 5.666 -1.005 -1.418  0.974
B: 2.858 -0.452 -0.026  -0.855
Br: 2.556 1.052 -1.282  0.977
B: 4.073 -0.273 1.294  -1.006
Br: 5.059 1.286 1.635  0.969
H: 1.111 -2.359 2.929  0.160
H: 1.882 -3.968 0.661  0.209
H: 0.500 -1.393 0.131  0.064
H: 2.526 -2.472 -1.670  0.157
H: 4.538 -4.019 -0.106  0.186
H: 3.609 -3.902 2.852  0.181
C: -2.070 -1.667 4.507  0.022
C: -2.642 -0.533 3.699  -0.275
N: -3.451 0.355 4.191  0.158
N: -3.624 1.257 3.172  0.050
C: -2.878 0.992 2.089  -0.752
S: -2.800 1.996 0.732  0.661
N: -2.244 -0.146 2.416  -0.089
N: -1.310 -0.739 1.589  0.069
H: -2.696 -1.649 5.402  0.100
H: -1.027 -1.474 4.757  0.089
H: -2.054 -2.679 4.087  0.095
H: -4.301 2.017 3.356  0.192
H: -0.446 -1.005 2.151  0.090
H: -1.714 -1.477 1.041  0.121
C: 1.412 5.468 -2.188  0.057
N: 0.800 4.200 -2.666  -0.005
C: 0.864 3.923 -3.986  0.042
C: 0.302 2.774 -4.481  0.081
C: -0.327 1.948 -3.523  -0.425
O: -0.823 0.784 -3.928  -0.336
N: -0.262 2.211 -2.224  -0.007
C: 0.281 3.368 -1.764  -0.577
O: 0.278 3.545 -0.522  -0.065
H: 1.207 6.276 -2.886  0.109
H: 2.506 5.368 -2.156  0.123
H: 0.975 5.721 -1.243  0.097
H: 1.258 4.724 -4.600  0.161
H: 0.314 2.524 -5.519  0.137
Te: -1.114 -0.728 -2.574  1.617
C: -3.128 -0.670 -2.447  -0.589
C: -3.926 0.500 -2.218  -0.114
C: -5.299 0.307 -1.971  -0.052
C: -5.781 -0.973 -1.911  -0.077
C: -5.039 -2.068 -2.216  -0.049
C: -3.682 -1.929 -2.535  -0.159
H: -3.447 1.486 -2.127  0.078
H: -5.997 1.134 -1.753  0.133
H: -6.802 -1.091 -1.635  0.118
H: -5.512 -3.033 -2.161  0.122
H: -3.101 -2.799 -2.768  0.088

No. 2
Density functional theory data (wB97M-V/def2-TZVPD) for C15H22BBr36IOP as an isolated structure at a distorted geometry.

Computed properties:
HOMO level: -5.38 eV
net charge: -1
HOMO-LUMO gap: 0.2393 Eh

Last column: Löwdin charge in e.
Geometry (Å):
O: 1.610 -0.767 2.960  -0.631
P: 1.426 -0.162 1.591  0.598
B: 0.350 1.435 1.536  -0.631
C: -1.160 1.065 2.040  -0.275
C: -1.845 0.056 1.129  -0.407
C: -3.346 -0.092 1.317  -0.693
I: -3.773 -1.893 2.396  0.731
H: 2.690 0.136 0.991  -0.034
H: 0.912 -1.177 0.727  -0.040
H: 0.871 2.221 2.313  0.028
H: 0.377 1.941 0.422  0.011
H: -1.739 1.977 2.164  0.078
H: -1.054 0.581 3.012  0.083
H: -1.386 -0.911 1.304  0.030
H: -1.716 0.312 0.084  -0.001
H: -3.823 0.760 1.765  -0.022
H: -3.806 -0.241 0.345  -0.002
C: -0.553 -5.031 1.906  -1.628
Br: -0.815 -4.797 0.014  0.544
Br: 0.054 -3.415 2.739  0.611
Br: -2.137 -5.745 2.751  0.525
H: 0.228 -5.763 2.030  -0.115
C: -1.464 1.556 -3.087  -1.587
Br: -0.484 3.139 -3.580  0.550
Br: -0.350 0.266 -2.207  0.628
Br: -3.045 1.994 -2.064  0.580
H: -1.814 1.104 -3.999  -0.033
C: -6.854 1.681 1.516  -1.608
Br: -5.518 2.155 0.227  0.613
Br: -7.777 3.227 2.199  0.575
Br: -8.080 0.377 0.815  0.591
H: -6.342 1.217 2.346  -0.027
C: 3.580 -0.069 -4.262  -1.565
Br: 3.425 -1.936 -4.722  0.692
Br: 2.390 1.000 -5.333  0.575
Br: 3.296 0.241 -2.393  0.604
H: 4.588 0.234 -4.495  -0.022
C: 3.860 3.539 -7.627  -1.666
Br: 2.024 3.533 -8.192  0.557
Br: 5.028 4.168 -9.021  0.570
Br: 4.082 4.540 -6.003  0.549
H: 4.132 2.518 -7.412  -0.061
C: 1.721 8.277 -5.707  -1.653
Br: 1.286 8.159 -7.577  0.560
Br: 0.968 9.853 -4.901  0.571
Br: 1.211 6.685 -4.767  0.548
H: 2.793 8.363 -5.635  -0.033
C: -9.660 -3.040 1.548  -1.666
Br: -9.560 -4.906 1.098  0.573
Br: -11.005 -2.136 0.508  0.544
Br: -9.939 -2.779 3.431  0.568
H: -8.708 -2.597 1.301  -0.066
C: 3.249 -7.409 1.526  -1.603
Br: 2.985 -7.175 -0.364  0.549
Br: 3.827 -5.782 2.365  0.534
Br: 1.677 -8.132 2.376  0.601
H: 4.036 -8.134 1.652  -0.036
C: 4.547 -3.444 -2.151  -1.674
Br: 6.168 -2.722 -1.395  0.550
Br: 4.892 -5.098 -3.079  0.554
Br: 3.118 -3.652 -0.889  0.541
H: 4.215 -2.732 -2.889  -0.229
C: 4.516 -2.753 4.426  -1.595
Br: 4.176 -2.832 2.547  0.510
Br: 2.895 -2.812 5.445  0.605
Br: 5.755 -4.135 4.976  0.525
H: 4.990 -1.807 4.628  -0.027
C: 9.446 -1.235 2.769  -1.652
Br: 8.204 -1.024 1.320  0.561
Br: 11.268 -1.034 2.177  0.555
Br: 9.051 -0.039 4.221  0.567
H: 9.338 -2.241 3.141  -0.032
C: -8.677 6.552 3.980  -1.670
Br: -9.882 6.339 2.495  0.550
Br: -6.988 7.271 3.417  0.576
Br: -9.468 7.604 5.384  0.566
H: -8.489 5.570 4.383  -0.048

No. 3
Density functional theory data (wB97M-V/def2-TZVPD) for C15H22BBr7F6O8SSi2 as an isolated structure at a distorted geometry.

Computed properties:
HOMO level: -9.53 eV
net charge: 0
HOMO-LUMO gap: 0.3062 Eh

Last column: Löwdin charge in e.
Geometry (Å):
C: 5.829 -1.136 1.018  -0.095
C: 4.718 -0.702 0.896  -0.230
Si: 3.120 0.181 0.964  0.124
S: 2.951 1.517 -0.725  0.552
C: 3.130 1.299 2.501  -0.250
O: 1.807 1.751 2.826  -0.198
O: 1.594 3.007 2.213  -0.047
O: 1.808 -0.841 1.088  -0.318
Si: 1.142 -1.473 -0.301  0.281
Br: 2.718 -1.994 -1.811  0.521
B: 0.128 -3.192 0.013  -0.668
O: 0.198 -4.204 -0.926  0.115
O: -0.626 -3.422 1.146  -0.022
C: 0.278 -3.620 2.260  -0.051
C: -0.028 -0.236 -1.213  -0.306
O: -0.079 -0.318 -2.415  -0.272
C: -0.874 0.882 -0.512  -0.385
F: -0.760 1.977 -1.315  0.117
F: -0.335 1.250 0.671  0.118
C: -2.397 0.609 -0.392  -0.342
F: -2.827 0.221 -1.611  0.117
F: -3.019 1.774 -0.129  0.160
C: -2.787 -0.530 0.601  -0.349
F: -1.863 -0.726 1.567  0.154
F: -2.992 -1.660 -0.078  0.174
C: -4.123 -0.195 1.327  -0.413
O: -5.111 -0.832 1.159  0.187
O: -4.096 0.828 2.196  0.139
H: 6.749 -1.661 1.105  0.012
H: 3.740 2.519 -0.289  -0.151
H: 3.578 0.769 3.345  0.073
H: 3.702 2.197 2.248  0.090
H: 1.452 2.841 1.266  0.049
H: 0.964 -4.748 -0.699  0.109
H: 1.164 -4.163 1.908  0.093
H: -0.266 -4.172 3.020  0.100
H: 0.636 -2.671 2.673  0.084
H: -4.714 0.624 2.910  0.141
Br: -3.430 7.161 -3.073  0.603
C: -4.304 5.526 -2.482  -0.699
C: -3.569 4.302 -2.958  -0.698
Br: -3.900 3.956 -4.844  0.620
H: -5.328 5.570 -2.838  0.049
H: -4.296 5.575 -1.395  0.057
H: -3.929 3.416 -2.438  0.050
H: -2.494 4.378 -2.836  0.050
Br: -4.665 -1.538 -4.992  0.595
C: -3.628 -0.221 -5.986  -0.696
C: -2.163 -0.577 -6.008  -0.650
Br: -1.290 -0.182 -4.300  0.900
H: -3.820 0.743 -5.526  0.014
H: -4.046 -0.230 -6.990  0.053
H: -1.640 0.030 -6.746  0.055
H: -1.985 -1.628 -6.215  0.047
Br: 6.213 -3.675 6.366  0.613
C: 4.897 -2.321 5.901  -0.698
C: 4.785 -2.149 4.410  -0.651
Br: 6.280 -1.137 3.688  0.754
H: 5.189 -1.409 6.411  0.051
H: 3.957 -2.681 6.314  0.058
H: 3.900 -1.567 4.159  0.051
H: 4.759 -3.093 3.875  0.059

No. 4
Density functional theory data (wB97M-V/def2-TZVPD) for a 2-piece molecular cluster, C15H22Br2N2OP overall at a distorted geometry.

Computed properties:
HOMO level: -10.06 eV
net charge: +1
HOMO-LUMO gap: 0.1979 Eh

Last column: Löwdin charge in e.
Geometry (Å):
C: -0.998 -0.550 4.492  -0.059
C: -1.003 -1.001 2.991  -0.248
O: 0.266 -0.728 2.313  -0.189
C: -0.094 -0.569 0.938  -0.216
C: 1.077 -1.045 -0.049  -0.146
N: 0.427 -1.673 -1.219  -0.101
C: 0.355 -3.044 -1.381  -0.524
Br: 1.107 -4.277 -0.064  0.843
C: -0.281 -3.679 -2.534  -0.048
C: -0.902 -2.818 -3.530  -0.010
C: -0.867 -1.342 -3.353  -0.371
P: -1.729 -0.347 -4.672  0.860
C: -0.561 0.250 -6.007  -0.281
C: -2.796 1.019 -3.978  -0.337
C: -0.163 -0.839 -2.179  -0.488
Br: -0.073 1.109 -1.997  0.880
H: -2.077 -0.409 4.787  0.089
H: -0.516 0.461 4.537  0.079
H: -0.531 -1.308 5.164  0.082
H: -1.183 -2.106 2.842  0.131
H: -1.863 -0.463 2.492  0.123
H: -0.393 0.499 0.765  0.101
H: -0.959 -1.262 0.709  0.129
H: 1.739 -0.183 -0.341  0.119
H: 1.715 -1.734 0.554  0.096
H: -0.301 -4.788 -2.661  0.122
H: -1.400 -3.260 -4.425  0.120
H: -1.179 0.713 -6.816  0.055
H: 0.210 0.934 -5.572  0.037
H: -0.032 -0.661 -6.399  0.048
H: -3.703 1.253 -4.584  0.048
H: -3.111 0.814 -2.915  0.045
H: -2.159 1.952 -3.908  0.016
N: 1.891 1.833 3.373  0.000
C: 1.769 2.890 2.511  -0.153
C: 2.240 4.011 3.146  -0.109
C: 2.667 3.615 4.439  -0.105
C: 2.442 2.266 4.548  -0.137
H: 1.618 0.884 3.172  0.108
H: 1.358 2.754 1.523  0.092
H: 2.274 5.005 2.728  0.093
H: 3.092 4.247 5.202  0.095
H: 2.625 1.580 5.359  0.108